No. 1
{
  "formula": "C19H26BrF3N4O3SY",
  "method": "the ωB97M-V functional and the def2-TZVPD basis",
  "species": ["Y", "Br", "C", "C", "C", "C", "C", "C", "C", "C", "C", "C", "H", "H", "H", "H", "H", "H", "N", "C", "C", "C", "C", "N", "C", "N", "N", "C", "O", "O", "H", "H", "H", "H", "H", "H", "H", "H", "H", "H", "H", "H", "H", "H", "C", "S", "C", "O", "H", "H", "H", "H", "H", "H", "F", "C", "F", "F"],
  "xyz": [[1.2270, 0.9860, 0.4458], [0.4563, -1.9292, -0.3478], [2.2366, -2.5327, 0.0752], [2.6252, -3.7024, -0.4965], [3.8654, -4.2626, -0.1150], [4.6113, -3.6584, 0.8514], [4.1856, -2.4450, 1.4510], [4.9186, -1.8686, 2.5223], [4.4896, -0.7223, 3.1134], [3.3515, -0.0456, 2.5999], [2.5922, -0.5229, 1.5502], [2.9972, -1.7987, 1.0270], [1.9919, -4.2041, -1.2137], [4.1936, -5.1851, -0.5740], [5.5408, -4.1041, 1.1836], [5.8155, -2.3694, 2.8666], [5.0363, -0.3045, 3.9496], [3.1148, 0.9144, 3.0557], [-0.6264, 2.5771, -0.3614], [-1.2902, 1.8816, -1.4763], [-2.0310, 2.8809, -2.3818], [-2.8157, 2.4105, -3.6054], [-3.8748, 1.3366, -3.3937], [-3.1850, 0.0580, -3.2421], [-3.7244, -1.0751, -2.8635], [-2.9279, -2.1273, -2.6281], [-5.0520, -1.1918, -2.7023], [-0.2478, 1.0093, -2.1980], [-0.6087, 0.2797, -3.1232], [0.9435, 1.0676, -1.7436], [-1.3027, 2.9251, 0.3135], [-0.1178, 3.3887, -0.7123], [-2.0047, 1.1760, -1.0344], [-1.2926, 3.6035, -2.7428], [-2.7018, 3.4428, -1.7244], [-2.1296, 2.0554, -4.3781], [-3.3127, 3.2855, -4.0269], [-4.5286, 1.3092, -4.2688], [-4.4905, 1.5372, -2.5107], [-2.1465, 0.1176, -3.2373], [-1.9280, -2.0023, -2.6469], [-3.2915, -2.9968, -2.2829], [-5.6506, -0.4660, -3.0562], [-5.4707, -2.0980, -2.5780], [-1.2021, -1.1997, 3.5701], [-1.2120, 0.5228, 3.1708], [0.1003, 1.0531, 4.2349], [-0.6434, 0.5802, 1.7598], [-0.2068, -1.5841, 3.3419], [-1.9584, -1.6871, 2.9599], [-1.4459, -1.3148, 4.6255], [-0.2114, 0.9031, 5.2675], [0.2637, 2.1107, 4.0375], [0.9906, 0.4701, 3.9906], [0.9988, 3.2584, 2.1972], [2.0106, 2.9913, 1.2372], [1.9079, 4.0512, 0.3591], [3.1671, 3.2150, 1.9090]],
  "atomic_forces_ev_per_a": [[-1.615, -0.763, -0.396], [-0.012, 0.015, -0.014], [0.006, 0.045, 0.057], [0.151, -0.081, 0.043], [-0.103, 0.008, -0.070], [-0.026, 0.093, 0.041], [0.139, -0.043, 0.110], [0.014, -0.089, -0.080], [-0.083, 0.145, -0.025], [0.169, -0.040, -0.035], [0.470, -0.866, 0.378], [-0.146, -0.119, -0.001], [0.006, -0.024, -0.003], [-0.001, 0.000, 0.001], [0.001, 0.010, 0.011], [-0.008, -0.005, 0.000], [-0.002, 0.022, -0.011], [0.034, 0.023, -0.039], [-0.119, 0.069, -0.106], [-0.085, 0.113, 0.059], [0.002, 0.115, 0.051], [0.007, 0.052, -0.212], [0.062, -0.176, 0.030], [-0.526, -0.065, 0.235], [0.012, 0.120, -0.129], [-0.052, 0.012, 0.076], [-0.064, -0.099, -0.003], [0.555, 0.249, 0.237], [-0.012, -0.213, -0.226], [-0.210, -0.102, -0.260], [0.085, -0.092, -0.075], [-0.020, -0.066, 0.063], [-0.020, 0.051, 0.009], [0.014, 0.003, 0.050], [-0.028, -0.016, -0.017], [-0.020, 0.005, 0.013], [0.015, 0.014, 0.032], [-0.031, -0.038, 0.004], [0.011, 0.074, 0.021], [0.401, -0.025, -0.182], [0.064, 0.000, -0.060], [-0.011, -0.001, -0.022], [-0.010, 0.006, 0.009], [0.024, 0.032, 0.009], [0.130, -0.241, 0.050], [-0.176, 0.224, -0.254], [0.146, 0.054, 0.039], [0.126, 0.124, -0.104], [-0.041, -0.087, 0.029], [0.015, -0.028, -0.017], [0.006, -0.032, 0.006], [0.024, -0.008, 0.024], [0.035, -0.033, 0.051], [0.003, 0.025, 0.085], [-0.003, 0.044, -0.053], [0.906, 1.558, 0.434], [-0.074, -0.002, 0.127], [-0.131, 0.047, 0.010]],
  "mulliken_charge": [0.925, -0.209, 0.713, -0.739, -0.617, -0.892, 0.839, -0.754, -1.362, -0.390, 0.487, 0.260, 0.419, 0.383, 0.380, 0.369, 0.374, 0.376, -0.320, 0.138, -0.843, -1.299, -0.820, -0.085, 0.730, -0.350, -0.386, 0.788, -0.811, -0.823, 0.239, 0.332, 0.238, 0.439, 0.389, 0.375, 0.470, 0.590, 0.473, 0.255, 0.163, 0.193, 0.218, 0.227, -0.899, 0.312, -0.657, -0.103, 0.231, 0.320, 0.429, 0.472, 0.263, 0.035, -0.286, 0.342, -0.283, -0.257],
  "total_charge": 1,
  "homo_energy_ev": -10.21,
  "total_energy_ev": -122299.091
}

No. 2
{
  "formula": "C19H26BrF9N2O5S2",
  "method": "the ωB97M-V functional and the def2-TZVPD basis",
  "species": ["O", "S", "O", "C", "C", "Br", "C", "C", "C", "N", "S", "N", "C", "C", "F", "F", "C", "F", "F", "C", "F", "F", "C", "F", "F", "F", "H", "H", "C", "C", "C", "O", "H", "H", "H", "H", "H", "H", "H", "H", "C", "C", "C", "O", "H", "H", "H", "H", "H", "H", "H", "H", "C", "C", "C", "O", "H", "H", "H", "H", "H", "H", "H", "H"],
  "xyz": [[-1.9959, 2.8285, 0.6329], [-2.9151, 2.2361, -0.2874], [-4.1901, 2.8305, -0.5036], [-2.1000, 1.9055, -1.8270], [-0.8067, 1.4855, -1.9210], [0.3162, 1.2058, -0.4470], [-0.1883, 1.2183, -3.1730], [-0.8461, 1.3852, -4.3339], [-2.1770, 1.8345, -4.2950], [-2.9535, 2.0603, -5.3572], [-4.3572, 2.5487, -4.7765], [-4.0811, 2.5079, -3.2143], [-2.8249, 2.0940, -3.0512], [-3.2725, 0.5486, 0.4519], [-2.1088, -0.0463, 0.7730], [-3.9406, 0.8299, 1.5784], [-4.1124, -0.4235, -0.4426], [-5.2412, -0.7910, 0.1780], [-4.4471, 0.2048, -1.5885], [-3.3441, -1.7030, -0.8732], [-4.1923, -2.3849, -1.6848], [-2.2553, -1.3910, -1.5991], [-2.9771, -2.6672, 0.3146], [-3.4206, -3.9087, 0.1070], [-3.4614, -2.2194, 1.4765], [-1.6321, -2.7311, 0.4082], [0.8321, 0.8745, -3.1824], [-0.3793, 1.1792, -5.2837], [2.6159, -0.6415, 4.3973], [2.1051, 0.3565, 3.3705], [0.7932, 0.9943, 3.8014], [1.9581, -0.2672, 2.0938], [1.8940, -1.4526, 4.5252], [3.5575, -1.0815, 4.0690], [2.7716, -0.1671, 5.3668], [2.8547, 1.1362, 3.2202], [0.0207, 0.2280, 3.9114], [0.4472, 1.7087, 3.0534], [0.8980, 1.5127, 4.7552], [1.2979, -0.9634, 2.1805], [5.9900, 3.7582, 2.3784], [4.8729, 4.2982, 1.4980], [3.6878, 4.7741, 2.3247], [4.4592, 3.3146, 0.5525], [5.6344, 2.8982, 2.9532], [6.8305, 3.4266, 1.7690], [6.3444, 4.5148, 3.0797], [5.2526, 5.1262, 0.8979], [3.2691, 3.9414, 2.8978], [2.9005, 5.1606, 1.6779], [3.9801, 5.5575, 3.0252], [4.1105, 2.5628, 1.0440], [-0.4921, -6.3836, -1.7036], [-0.6504, -5.2969, -2.7566], [0.2636, -4.1118, -2.4674], [-2.0097, -4.8597, -2.8196], [-0.7548, -5.9923, -0.7167], [-1.1549, -7.2221, -1.9172], [0.5340, -6.7510, -1.6641], [-0.4292, -5.7108, -3.7406], [0.0006, -3.6666, -1.5040], [0.1437, -3.3371, -3.2256], [1.3138, -4.4055, -2.4356], [-2.2381, -4.4712, -1.9709]],
  "atomic_forces_ev_per_a": [[0.024, -0.130, -0.053], [0.144, 0.297, 0.339], [-0.075, -0.113, -0.094], [-0.547, 0.098, 0.022], [0.379, -0.025, 0.309], [0.366, -0.111, 0.084], [0.252, -0.088, 0.080], [0.082, -0.083, -0.420], [-0.243, 0.090, -0.007], [-0.079, 0.009, -0.118], [-0.124, 0.023, -0.264], [-0.125, 0.073, 0.199], [0.056, 0.021, -0.046], [-0.240, 0.209, -0.006], [-0.095, 0.006, 0.093], [0.077, -0.136, -0.102], [0.201, 0.217, -0.177], [0.116, 0.051, -0.049], [-0.061, -0.109, 0.104], [-0.703, -0.654, -0.364], [0.253, 0.235, 0.197], [-0.252, 0.043, 0.363], [1.015, -0.015, 0.148], [-0.024, 0.426, 0.004], [0.041, -0.265, -0.288], [-0.534, -0.065, 0.127], [0.127, -0.023, 0.131], [0.058, -0.005, -0.101], [0.088, -0.027, -0.075], [-0.229, -0.094, 0.162], [0.010, 0.067, -0.105], [0.107, 0.125, -0.101], [-0.036, 0.026, 0.036], [0.008, 0.018, -0.003], [-0.017, 0.006, 0.007], [0.028, 0.005, -0.053], [0.010, -0.019, 0.048], [0.011, 0.008, -0.001], [0.002, -0.012, 0.014], [-0.024, -0.021, -0.017], [0.057, -0.022, -0.087], [-0.076, -0.112, 0.233], [-0.048, 0.031, -0.090], [0.047, 0.069, -0.066], [-0.025, 0.024, 0.040], [0.000, 0.015, -0.009], [-0.013, 0.003, 0.011], [-0.002, -0.005, -0.054], [0.032, -0.002, 0.042], [0.009, 0.009, -0.010], [0.008, -0.009, 0.013], [-0.028, -0.045, -0.034], [-0.083, -0.076, -0.063], [0.047, 0.209, 0.452], [-0.052, 0.056, -0.150], [0.072, -0.109, -0.316], [0.046, 0.027, 0.010], [0.007, -0.001, -0.016], [0.012, 0.009, 0.007], [-0.072, 0.046, -0.062], [0.048, -0.054, 0.049], [-0.007, -0.039, -0.043], [-0.014, -0.032, 0.018], [-0.015, -0.050, 0.100]],
  "mulliken_charge": [-0.558, 1.258, -0.617, 0.086, 0.068, -0.049, -1.035, -0.785, 0.546, -0.667, 0.142, -0.494, 1.014, 0.699, -0.161, -0.294, 0.287, -0.297, -0.249, 0.607, -0.332, -0.123, 0.776, -0.247, -0.255, -0.235, 0.492, 0.443, -1.436, 0.778, -1.196, -0.460, 0.366, 0.345, 0.384, -0.103, 0.378, 0.252, 0.401, 0.284, -1.144, 0.349, -1.018, -0.522, 0.232, 0.313, 0.371, 0.277, 0.148, 0.295, 0.375, 0.326, -1.207, 0.373, -0.992, -0.553, 0.258, 0.316, 0.391, 0.323, 0.087, 0.269, 0.436, 0.280],
  "homo_energy_ev": -9.72,
  "total_energy_ev": -149511.234
}

No. 3
{
  "formula": "C19H26F6N9NiO5S3",
  "method": "the ωB97M-V functional and the def2-TZVPD basis",
  "species": ["Ni", "C", "C", "N", "C", "S", "N", "N", "C", "C", "C", "C", "C", "C", "C", "N", "H", "H", "H", "H", "H", "H", "H", "H", "H", "H", "H", "H", "H", "C", "C", "N", "C", "N", "C", "C", "C", "N", "C", "H", "H", "H", "H", "H", "H", "H", "H", "H", "H", "H", "H", "H", "F", "C", "F", "F", "S", "O", "O", "N", "S", "O", "O", "C", "F", "F", "F", "O", "N"],
  "xyz": [[-0.2169, 0.1270, -0.1211], [-4.1696, -4.1204, 0.4006], [-4.6557, -2.7283, 0.7703], [-3.6122, -1.9001, 1.3724], [-2.6588, -1.2855, 0.6700], [-1.5203, -0.3020, 1.5763], [-2.6183, -1.4316, -0.6293], [-1.5861, -0.7395, -1.1741], [-1.4496, -0.6900, -2.4546], [-2.3973, -1.2956, -3.4298], [-0.2563, 0.0383, -2.8953], [0.1000, 0.1969, -4.2216], [1.2563, 0.9017, -4.5261], [2.0073, 1.4475, -3.5009], [1.5848, 1.2592, -2.1960], [0.4939, 0.5574, -1.9027], [-4.9907, -4.6987, -0.0231], [-3.3723, -4.0611, -0.3388], [-3.7952, -4.6503, 1.2765], [-5.0278, -2.2047, -0.1100], [-5.4683, -2.7792, 1.4938], [-3.5696, -1.8244, 2.3742], [-3.1796, -1.8348, -2.9072], [-2.8482, -0.5176, -4.0497], [-1.8659, -1.9811, -4.0910], [-0.5134, -0.2322, -5.0002], [1.5607, 1.0273, -5.5563], [2.9088, 2.0092, -3.6957], [2.1213, 1.6784, -1.3550], [1.4120, 2.8525, 4.3801], [1.8717, 1.5704, 3.7217], [1.0210, 1.3082, 2.5694], [0.5708, 2.2707, 1.7387], [0.0885, 1.9242, 0.5560], [-0.6497, 2.8992, -0.2567], [-1.0509, 4.1328, 0.5235], [0.1619, 4.6205, 1.2866], [0.6194, 3.5526, 2.1627], [1.3952, 3.9512, 3.3378], [2.0849, 3.1268, 5.1914], [0.4122, 2.7172, 4.7957], [1.7852, 0.7229, 4.3992], [2.9194, 1.6524, 3.4120], [1.0822, 0.3894, 2.1651], [-1.5396, 2.4054, -0.6525], [-0.0390, 3.1909, -1.1175], [-1.8503, 3.8946, 1.2280], [-1.4152, 4.9031, -0.1557], [-0.0807, 5.4787, 1.9121], [0.9606, 4.9240, 0.5992], [0.9335, 4.8539, 3.7374], [2.4168, 4.2086, 3.0366], [3.2947, -1.2685, 2.6869], [3.9865, -1.4548, 1.5682], [5.1977, -0.9549, 1.7082], [4.0423, -2.7319, 1.2706], [3.1972, -0.4863, 0.1910], [3.3038, 0.8895, 0.5536], [3.6784, -0.9913, -1.0438], [1.5755, -0.9035, 0.5539], [1.5899, -3.6872, -1.4879], [2.0892, -3.8563, -2.8014], [2.2379, -4.1521, -0.3163], [-0.1179, -4.3859, -1.4670], [-0.6795, -4.2009, -0.2818], [-0.8575, -3.7868, -2.3987], [-0.0453, -5.6777, -1.7296], [1.2920, -2.1250, -1.3581], [0.8441, -1.7424, 0.0257]],
  "atomic_forces_ev_per_a": [[-0.616, 0.485, -0.280], [-0.007, 0.001, -0.010], [0.015, 0.036, 0.009], [-0.036, 0.032, -0.060], [0.131, -0.126, 0.216], [0.066, 0.015, -0.027], [-0.070, 0.048, -0.174], [0.192, -0.166, 0.108], [-0.081, -0.021, 0.027], [0.000, -0.009, 0.006], [0.041, 0.013, -0.043], [0.032, 0.008, -0.032], [-0.030, -0.005, -0.004], [0.016, 0.016, 0.014], [0.005, 0.001, -0.015], [0.026, 0.043, 0.172], [0.002, -0.007, 0.000], [-0.004, 0.001, 0.004], [0.001, -0.003, 0.006], [-0.003, -0.007, -0.003], [-0.007, -0.008, -0.011], [0.008, 0.020, -0.001], [0.001, -0.006, 0.001], [0.000, 0.004, 0.008], [-0.007, -0.023, -0.012], [0.008, 0.008, -0.008], [0.000, -0.004, -0.003], [0.001, 0.005, -0.003], [-0.005, 0.017, -0.012], [0.013, 0.007, 0.009], [-0.015, 0.015, -0.040], [0.086, -0.049, 0.115], [0.014, 0.079, -0.246], [0.052, -0.026, 0.138], [0.019, -0.033, -0.047], [0.048, 0.028, 0.026], [-0.033, -0.037, -0.022], [0.024, 0.087, 0.122], [-0.023, -0.017, -0.031], [-0.005, -0.002, 0.004], [-0.003, -0.002, -0.001], [-0.004, 0.000, 0.009], [0.004, 0.000, 0.016], [-0.069, -0.022, -0.019], [-0.019, -0.011, -0.008], [-0.002, 0.001, 0.005], [0.007, -0.001, 0.005], [0.000, -0.004, -0.002], [-0.002, -0.005, 0.002], [-0.013, 0.011, -0.004], [0.003, -0.001, 0.006], [0.002, 0.004, 0.006], [-0.002, -0.021, 0.050], [-0.090, -0.064, 0.137], [0.165, 0.028, -0.016], [-0.046, 0.071, 0.020], [0.501, 0.440, -0.385], [-0.111, -0.238, -0.008], [0.023, -0.013, 0.062], [0.018, -0.170, 0.481], [0.033, -0.312, -0.228], [-0.014, 0.059, 0.050], [-0.012, 0.052, 0.054], [-0.129, 0.022, -0.031], [0.008, 0.030, 0.047], [0.014, 0.039, -0.014], [0.060, -0.037, 0.003], [-0.054, 0.104, 0.012], [-0.127, -0.379, -0.149]],
  "mulliken_charge": [-0.499, -0.841, -0.472, -0.141, 0.366, -0.507, -1.163, 1.189, 1.293, -2.068, 0.364, -0.813, -0.789, -1.115, -0.312, 0.880, 0.371, 0.076, 0.300, 0.243, 0.420, 0.241, 0.389, 0.466, 0.407, 0.551, 0.444, 0.501, 0.663, -0.803, -0.617, 0.196, 0.475, 0.594, -0.946, -0.816, -0.661, 0.088, -0.545, 0.388, 0.311, 0.436, 0.303, 0.096, 0.205, 0.320, 0.310, 0.412, 0.432, 0.253, 0.367, 0.265, -0.183, 0.668, -0.194, -0.170, 0.759, -0.536, -0.531, -0.241, 1.193, -0.624, -0.591, 0.658, -0.198, -0.221, -0.215, -0.160, 0.081],
  "total_charge": 1,
  "homo_energy_ev": [-11.10, -11.10],
  "total_energy_ev": -133619.260
}